Formula: C13H38Cl2O12
Source: the OMol25 dataset
Level of theory: ωB97M-V/def2-TZVPD

```
! RIJCOSX wB97M-V def2-TZVPD def2/J DEFGRID3
* xyz 0 1
C -0.870 -9.818 -30.160
C -2.281 -10.358 -30.303
O -2.133 -11.791 -30.333
O 0.051 -10.484 -31.008
H -0.626 -10.010 -29.101
H -0.840 -8.748 -30.359
H -2.824 -9.964 -31.162
H -2.788 -10.097 -29.368
H -2.927 -12.192 -30.695
H -0.330 -11.348 -31.218
C -1.491 -9.553 -23.280
C -0.185 -8.962 -23.734
O 0.208 -8.065 -22.700
O -1.314 -10.223 -22.021
H -1.856 -10.322 -23.956
H -2.220 -8.742 -23.192
H -0.321 -8.425 -24.685
H 0.556 -9.753 -23.897
H 0.915 -7.500 -23.018
H -0.825 -9.614 -21.451
C -0.448 -12.716 -25.200
C -0.865 -11.918 -26.375
O -0.852 -12.746 -27.509
O -1.495 -13.657 -24.904
H -0.334 -12.006 -24.368
H 0.477 -13.240 -25.454
H -0.200 -11.044 -26.437
H -1.888 -11.552 -26.208
H -0.960 -12.241 -28.323
H -1.150 -14.338 -24.321
C 0.571 -2.980 -25.952
C -0.497 -3.985 -25.666
O -1.782 -3.376 -25.540
O 0.433 -2.638 -27.351
H 1.572 -3.365 -25.737
H 0.421 -2.069 -25.356
H -0.247 -4.536 -24.761
H -0.499 -4.654 -26.532
H -1.762 -2.563 -26.058
H 1.217 -2.180 -27.665
C -5.785 -3.919 -24.587
C -6.933 -4.742 -24.065
O -6.914 -6.127 -24.395
O -4.517 -4.496 -24.227
H -5.813 -2.896 -24.194
H -5.860 -3.839 -25.683
H -7.844 -4.302 -24.480
H -7.029 -4.612 -22.976
H -6.148 -6.528 -23.965
H -3.841 -3.838 -24.446
C -7.558 -7.748 -28.026
C -6.611 -6.613 -27.725
O -5.715 -6.433 -28.819
O -8.238 -7.511 -29.249
H -8.285 -7.898 -27.235
H -6.968 -8.674 -28.121
H -6.037 -6.784 -26.820
H -7.222 -5.713 -27.573
H -5.897 -5.594 -29.243
H -7.657 -7.805 -29.953
C -3.269 -7.454 -26.205
Cl -2.198 -8.637 -26.958
Cl -4.387 -8.204 -25.075
H -2.744 -6.683 -25.663
H -3.829 -6.970 -27.000
*
```

The LUMO energy is 0.200 eV. The calculation puts the orbital gap at 10.03 eV. Its SMILES is ClCCl.OCCO.OCCO.OCCO.OCCO.OCCO.OCCO. The value obtained for the HOMO energy is -9.83 eV. For the energy above the lowest of the compared OMol25 structures with the same formula, charge and spin, the calculation gives 0.00 kcal/mol. For the total energy, the calculation gives -2341.2548 hartree.